[1]
A cluster of 15 separate species, C5H39NO15 in total, computed with the ωB97M-V functional and the def2-TZVPD basis.

Calculated values
- HOMO energy (eV) = -9.293
- net charge = 0
- relative energy (zero: lowest compared OMol25 entry of this formula, charge and spin) (eV) = 4.733
- lowest unoccupied orbital energy (eV) = -0.31
- orbital gap (eV) = 8.98

Positions of all 60 atoms, in Å:
1 C 1.198 3.255 1.097
2 C 0.993 2.840 -0.371
3 N 1.458 1.485 -0.614
4 C 2.095 1.303 -1.918
5 C 0.387 0.508 -0.308
6 C 1.126 -0.830 -0.353
7 O 1.637 -1.248 0.666
8 H 0.555 4.099 1.351
9 H 0.977 2.471 1.810
10 H 2.229 3.590 1.188
11 H -0.043 3.100 -0.646
12 H 1.566 3.519 -1.001
13 H 2.760 0.441 -1.817
14 H 1.369 0.971 -2.678
15 H 2.719 2.141 -2.206
16 H -0.425 0.660 -1.027
17 H 0.163 0.635 0.749
18 H 1.459 -1.089 -1.370
19 H -2.162 3.777 0.863
20 H -3.526 3.415 0.607
21 O -2.991 3.718 1.361
22 H 4.042 -1.710 -1.632
23 H 5.184 -1.112 -0.830
24 O 4.784 -1.102 -1.706
25 H 3.959 0.420 1.481
26 H 3.459 1.546 0.546
27 O 4.245 1.183 0.975
28 H 2.653 -2.888 0.323
29 H 2.973 -3.849 -0.749
30 O 3.304 -3.591 0.121
31 H -2.418 -0.799 -2.735
32 H -0.918 -0.570 -2.960
33 O -1.586 -1.271 -2.962
34 H -2.414 0.610 3.490
35 H -3.455 1.742 2.934
36 O -3.314 0.966 3.480
37 H -2.356 -0.411 1.001
38 H -3.862 -0.278 1.141
39 O -3.106 0.131 0.702
40 H -0.202 -0.663 3.064
41 H -1.399 -1.735 2.384
42 O -1.046 -0.866 2.644
43 H 0.385 -1.053 -4.373
44 H 0.260 -2.559 -4.245
45 O 0.846 -1.827 -4.029
46 H -3.540 -0.248 -1.008
47 H -4.352 0.551 -2.071
48 O -3.892 -0.280 -1.926
49 H -2.118 -3.473 2.275
50 H -2.268 -3.026 0.738
51 O -2.448 -2.810 1.660
52 H 0.124 -2.976 -0.904
53 H -1.092 -2.184 -1.576
54 O -0.635 -2.413 -0.748
55 H 2.255 -0.551 4.133
56 H 2.106 -0.771 2.584
57 O 1.631 -0.664 3.413
58 H -2.697 2.555 -2.157
59 H -3.374 3.575 -1.306
60 O -3.132 2.638 -1.296

=====

[2]
A cluster of 2 separate species, C5H13N2 in total, computed with the ωB97M-V functional and the def2-TZVPD basis.

Calculated values
- HOMO energy (spin up / spin down) (eV) = -10.139 / -13.533
- net charge = +1
- relative energy (zero: lowest compared OMol25 entry of this formula, charge and spin) (eV) = 1.750
- multiplicity = 3
- lowest unoccupied orbital energy (spin up / spin down) (eV) = -2.63 / -8.92
- orbital gap (spin up / spin down) (eV) = 7.51 / 4.62

Positions of all 20 atoms, in Å:
1 C 1.229 -0.374 1.545
2 C 1.145 0.894 0.909
3 C 0.511 -0.323 0.266
4 C 1.261 -1.019 -0.851
5 C -0.931 -0.428 0.415
6 N -1.720 -1.349 -0.119
7 N -1.295 1.773 -1.179
8 H 2.134 -0.851 1.589
9 H 0.741 -0.467 2.467
10 H 0.501 1.777 1.249
11 H 2.088 0.986 0.463
12 H 1.405 -2.030 -0.521
13 H 2.181 -0.554 -0.944
14 H 0.673 -1.012 -1.774
15 H -1.516 0.213 1.096
16 H -2.761 -1.432 -0.032
17 H -1.346 -2.172 -0.575
18 H -0.520 2.163 -1.858
19 H -1.612 2.415 -0.428
20 H -2.167 1.790 -1.715

=====

[3]
A cluster of 4 separate species, H7O3S in total, computed with the ωB97M-V functional and the def2-TZVPD basis.

Calculated values
- HOMO energy (eV) = -3.482
- net charge = -1
- relative energy (zero: lowest compared OMol25 entry of this formula, charge and spin) (eV) = 0.741
- lowest unoccupied orbital energy (eV) = 3.75
- orbital gap (eV) = 7.23

Positions of all 11 atoms, in Å:
1 S 0.177 -0.938 -0.751
2 H 1.295 -0.820 -1.607
3 H -0.771 2.428 1.899
4 H 0.324 1.703 1.221
5 O -0.078 2.583 1.249
6 H -1.801 -0.927 -2.022
7 H -2.569 -2.186 -2.636
8 O -2.528 -1.236 -2.599
9 H 2.091 0.434 2.117
10 H 1.786 -0.507 1.089
11 O 2.075 -0.532 2.039

=====

[4]
A cluster of 3 separate species, C40H57ClN2O6 in total, computed with the ωB97M-V functional and the def2-TZVPD basis.

Calculated values
- HOMO energy (spin up / spin down) (eV) = -8.257 / -9.212
- net charge = 0
- multiplicity = 3
- lowest unoccupied orbital energy (spin up / spin down) (eV) = -0.73 / -0.73
- orbital gap (spin up / spin down) (eV) = 7.52 / 8.48

Positions of all 106 atoms, in Å:
1 C 8.828 -2.355 -3.214
2 C 7.848 -1.223 -3.613
3 C 8.594 0.125 -3.539
4 C 7.343 -1.494 -5.026
5 C 6.230 -0.571 -5.524
6 C 4.958 -0.635 -4.715
7 C 4.860 0.117 -3.564
8 C 3.719 0.123 -2.794
9 C 2.639 -0.647 -3.183
10 C 2.687 -1.411 -4.333
11 C 3.860 -1.404 -5.094
12 Cl 3.967 -2.345 -6.548
13 C 1.463 -2.197 -4.681
14 O 1.483 -3.233 -5.294
15 C 0.170 -1.633 -4.207
16 C -0.984 -1.859 -4.927
17 C -2.204 -1.331 -4.513
18 C -3.418 -1.590 -5.376
19 C -4.771 -1.485 -4.692
20 O -5.116 -0.208 -4.121
21 C -4.999 0.860 -4.931
22 O -5.860 1.678 -5.006
23 C -2.228 -0.600 -3.332
24 C -1.075 -0.376 -2.600
25 C 0.135 -0.876 -3.040
26 C 1.407 -0.647 -2.334
27 O 1.491 -0.444 -1.147
28 H 9.673 -1.956 -2.659
29 H 9.228 -2.871 -4.084
30 H 8.339 -3.064 -2.552
31 H 7.043 -1.266 -2.885
32 H 9.632 -0.059 -3.802
33 H 8.222 0.845 -4.266
34 H 8.524 0.552 -2.544
35 H 7.072 -2.542 -5.140
36 H 8.203 -1.338 -5.683
37 H 6.584 0.458 -5.502
38 H 5.979 -0.787 -6.556
39 H 5.704 0.734 -3.291
40 H 3.634 0.715 -1.895
41 H -0.924 -2.460 -5.825
42 H -3.366 -0.972 -6.270
43 H -3.347 -2.614 -5.739
44 H -4.878 -2.229 -3.913
45 H -5.536 -1.715 -5.436
46 H -4.053 1.027 -5.457
47 H -3.151 -0.183 -2.959
48 H -1.118 0.191 -1.682
49 C -4.445 3.812 1.021
50 C -3.995 2.525 0.286
51 C -5.110 2.034 -0.640
52 C -6.291 1.412 0.104
53 C -5.817 0.321 1.063
54 C -4.719 0.794 2.017
55 N -3.614 1.462 1.267
56 O -2.872 0.565 0.700
57 C -5.313 1.738 3.080
58 C -4.163 -0.398 2.787
59 C -2.781 2.926 -0.545
60 H -4.155 4.698 0.457
61 H -5.525 3.874 1.153
62 H -3.974 3.895 2.000
63 H -4.704 1.291 -1.335
64 H -5.459 2.870 -1.251
65 H -6.850 2.180 0.646
66 H -6.989 0.984 -0.618
67 H -6.661 -0.054 1.647
68 H -5.446 -0.525 0.475
69 H -4.524 2.171 3.697
70 H -5.979 1.179 3.737
71 H -5.905 2.550 2.665
72 H -3.806 -1.189 2.131
73 H -4.940 -0.830 3.417
74 H -3.337 -0.092 3.432
75 H -1.963 3.274 0.089
76 H -3.058 3.736 -1.218
77 H -2.414 2.107 -1.163
78 C -1.275 -0.729 5.817
79 C -0.354 0.486 5.550
80 C 0.266 0.381 4.155
81 C 1.357 -0.684 4.053
82 C 2.413 -0.487 5.141
83 C 1.819 -0.409 6.548
84 N 0.706 0.586 6.597
85 O 1.180 1.792 6.653
86 C 1.334 -1.802 6.992
87 C 2.906 -0.013 7.543
88 C -1.251 1.720 5.604
89 H -2.299 -0.512 5.513
90 H -0.978 -1.620 5.264
91 H -1.313 -0.982 6.877
92 H 0.695 1.349 3.877
93 H -0.524 0.174 3.428
94 H 0.924 -1.686 4.116
95 H 1.831 -0.622 3.071
96 H 3.139 -1.302 5.105
97 H 2.968 0.433 4.930
98 H 0.805 -1.743 7.944
99 H 2.189 -2.463 7.128
100 H 0.683 -2.291 6.270
101 H 3.398 0.918 7.267
102 H 3.669 -0.791 7.573
103 H 2.496 0.100 8.547
104 H -1.696 1.841 6.593
105 H -2.056 1.609 4.876
106 H -0.713 2.633 5.354

=====

[5]
A structure of composition C36H28HgN2O5STe, computed with the ωB97M-V functional and the def2-TZVPD basis.

Calculated values
- HOMO energy (spin up / spin down) (eV) = -1.777 / -4.574
- net charge = -1
- relative energy (zero: lowest compared OMol25 entry of this formula, charge and spin) (eV) = 1.053
- multiplicity = 2
- lowest unoccupied orbital energy (spin up / spin down) (eV) = 1.96 / 1.96
- orbital gap (spin up / spin down) (eV) = 3.74 / 6.53

Positions of all 74 atoms, in Å:
1 Hg -1.324 -0.531 0.102
2 C 3.826 1.030 -4.643
3 C 2.597 0.665 -3.853
4 C 1.396 0.377 -4.487
5 C 0.236 0.131 -3.752
6 C -1.037 -0.164 -4.433
7 O -1.848 -0.969 -3.998
8 C -1.313 0.513 -5.740
9 C -2.258 -0.084 -6.577
10 C -2.593 0.482 -7.789
11 C -1.996 1.666 -8.189
12 C -1.088 2.290 -7.349
13 C -0.752 1.729 -6.131
14 C 0.270 0.106 -2.326
15 O -0.872 0.066 -1.706
16 C 1.552 0.209 -1.675
17 C 2.656 0.588 -2.476
18 C 1.770 -0.050 -0.282
19 N 0.784 -0.304 0.582
20 C 1.078 -0.689 1.952
21 C 0.576 -2.084 2.246
22 Te 0.389 -2.403 4.376
23 C 0.855 -0.429 5.067
24 C -0.148 0.378 5.577
25 C 0.157 1.613 6.121
26 C 1.469 2.050 6.166
27 C 2.471 1.255 5.639
28 C 2.167 0.019 5.095
29 C 3.182 -0.070 0.188
30 C 3.629 0.807 1.182
31 C 4.927 0.746 1.655
32 C 5.815 -0.189 1.147
33 C 5.390 -1.058 0.153
34 C 4.094 -0.999 -0.321
35 H 3.586 1.135 -5.701
36 H 4.594 0.262 -4.538
37 H 4.243 1.972 -4.282
38 H 1.356 0.341 -5.568
39 H -2.720 -1.001 -6.243
40 H -3.323 0.004 -8.425
41 H -2.247 2.106 -9.144
42 H -0.643 3.227 -7.649
43 H -0.061 2.241 -5.477
44 H 3.599 0.812 -1.995
45 H 0.568 0.023 2.612
46 H 2.149 -0.655 2.168
47 H 1.246 -2.834 1.831
48 H -0.426 -2.235 1.829
49 H -1.171 0.044 5.516
50 H -0.633 2.233 6.520
51 H 1.711 3.002 6.620
52 H 3.497 1.591 5.665
53 H 2.958 -0.597 4.688
54 H 2.951 1.553 1.573
55 H 5.247 1.427 2.433
56 H 6.826 -0.244 1.528
57 H 6.076 -1.794 -0.245
58 H 3.777 -1.676 -1.102
59 O -1.876 -0.767 3.499
60 C -2.871 -0.663 2.780
61 N -2.833 -0.237 1.485
62 S -4.270 -0.525 0.716
63 O -4.791 0.656 0.091
64 O -4.054 -1.676 -0.133
65 C -5.179 -0.950 2.199
66 C -6.498 -1.253 2.435
67 C -6.874 -1.635 3.722
68 C -5.922 -1.699 4.745
69 C -4.604 -1.378 4.510
70 C -4.225 -0.992 3.222
71 H -7.221 -1.210 1.635
72 H -7.903 -1.885 3.938
73 H -6.239 -2.007 5.732
74 H -3.854 -1.411 5.288

=====

[6]
A structure of composition C30H32F10I2N4PS5SbSiTc, computed with the ωB97M-V functional and the def2-TZVPD basis.

Calculated values
- HOMO energy (spin up / spin down) (eV) = -13.402 / -13.572
- net charge = +2
- relative energy (zero: lowest compared OMol25 entry of this formula, charge and spin) (eV) = 2.811
- multiplicity = 2
- lowest unoccupied orbital energy (spin up / spin down) (eV) = -7.94 / -7.66
- orbital gap (spin up / spin down) (eV) = 5.47 / 5.92

Positions of all 87 atoms, in Å:
1 Tc 0.287 0.161 1.884
2 S 1.070 2.619 5.832
3 Sb 3.291 1.233 6.805
4 S -0.231 -0.003 4.238
5 S 1.061 1.590 4.137
6 S 2.147 -0.519 7.499
7 F -3.843 -0.757 3.329
8 C -5.025 -0.792 2.721
9 C -6.146 -0.998 3.457
10 F -6.030 -1.155 4.756
11 C -7.446 -1.029 2.852
12 C -7.478 -0.830 1.432
13 C -6.343 -0.645 0.704
14 F -6.433 -0.473 -0.602
15 C -5.057 -0.616 1.311
16 C -3.879 -0.435 0.568
17 C -2.614 -0.295 1.120
18 N -1.486 -0.147 1.371
19 C -3.824 -0.376 -0.861
20 N -3.634 -0.314 -1.994
21 F -8.634 -0.827 0.811
22 C -8.606 -1.226 3.598
23 C -8.604 -1.433 5.005
24 N -8.650 -1.596 6.143
25 C -9.913 -1.211 3.040
26 N -10.994 -1.180 2.648
27 I 0.642 -2.173 3.054
28 I 1.289 -4.091 1.200
29 C 4.093 -1.900 -4.120
30 C 3.643 -1.616 -2.673
31 C 3.861 -2.872 -1.812
32 C 4.534 -0.512 -2.083
33 Si 1.782 -1.158 -2.713
34 C 0.408 -2.276 -3.428
35 C -0.095 -1.697 -4.767
36 C -0.775 -2.334 -2.420
37 C 0.919 -3.696 -3.729
38 C 1.224 0.610 -2.157
39 C 1.866 1.645 -3.100
40 C -0.300 0.791 -2.215
41 C 1.649 0.927 -0.710
42 H 5.147 -2.184 -4.101
43 H 4.000 -1.019 -4.759
44 H 3.541 -2.724 -4.570
45 H 4.920 -3.131 -1.861
46 H 3.284 -3.732 -2.148
47 H 3.615 -2.687 -0.766
48 H 5.573 -0.829 -2.193
49 H 4.356 -0.377 -1.016
50 H 4.436 0.444 -2.595
51 H -0.453 -0.671 -4.694
52 H -0.932 -2.312 -5.102
53 H 0.675 -1.738 -5.539
54 H -1.597 -1.706 -2.762
55 H -0.512 -2.027 -1.405
56 H -1.120 -3.365 -2.352
57 H 1.730 -3.691 -4.456
58 H 0.097 -4.261 -4.173
59 H 1.235 -4.229 -2.835
60 H 1.542 1.485 -4.130
61 H 2.954 1.623 -3.079
62 H 1.546 2.647 -2.808
63 H -0.719 0.586 -3.198
64 H -0.535 1.832 -1.979
65 H -0.801 0.160 -1.483
66 H 2.709 0.791 -0.511
67 H 1.106 0.299 0.037
68 H 1.388 1.968 -0.510
69 S -0.114 2.489 2.557
70 C 0.853 3.799 1.843
71 C 2.074 4.228 2.336
72 C 2.652 5.355 1.768
73 C 2.022 6.032 0.735
74 C 0.810 5.572 0.235
75 C 0.219 4.449 0.787
76 H 2.576 3.717 3.147
77 H 3.596 5.718 2.150
78 H 2.472 6.921 0.314
79 H 0.311 6.098 -0.568
80 H -0.733 4.079 0.423
81 F 2.593 0.671 1.988
82 P 4.131 0.259 2.719
83 F 4.815 1.053 1.555
84 F 4.082 -1.088 1.885
85 F 5.466 -0.085 3.470
86 F 3.998 1.656 3.598
87 F 3.267 -0.467 3.914

=====

[7]
A cluster of 2 separate species, C2H3ClSi in total, computed with the ωB97M-V functional and the def2-TZVPD basis.

Calculated values
- HOMO energy (eV) = -9.225
- net charge = 0
- relative energy (zero: lowest compared OMol25 entry of this formula, charge and spin) (eV) = 2.335
- lowest unoccupied orbital energy (eV) = -1.01
- orbital gap (eV) = 8.21

Positions of all 7 atoms, in Å:
1 C -1.376 1.847 1.521
2 C -0.998 1.289 0.534
3 Si 1.112 -1.949 -0.682
4 Cl 2.163 -1.268 -2.303
5 H -1.869 2.545 2.230
6 H -0.343 0.831 -0.121
7 H 1.311 -3.294 -1.180

=====

[8]
A structure of composition C3H8O3S2, computed with the ωB97M-V functional and the def2-TZVPD basis.

Calculated values
- HOMO energy (spin up / spin down) (eV) = -8.466 / -7.953
- net charge = 0
- relative energy (zero: lowest compared OMol25 entry of this formula, charge and spin) (eV) = 3.730
- lowest unoccupied orbital energy (spin up / spin down) (eV) = -0.73 / -1.34
- orbital gap (spin up / spin down) (eV) = 7.74 / 6.62

Positions of all 16 atoms, in Å:
1 C 0.608 1.769 -0.312
2 C 0.201 0.514 0.468
3 C 0.891 -0.740 0.111
4 O 2.273 -0.563 0.314
5 O 0.462 -1.773 0.994
6 O 0.665 -1.243 -1.171
7 S -3.645 -0.080 -0.311
8 S -1.404 0.546 0.925
9 H 1.214 1.570 -1.122
10 H 1.371 2.369 0.204
11 H -0.242 2.440 -0.553
12 H 2.704 -1.196 -0.332
13 H 0.897 -2.612 1.012
14 H 0.083 -0.615 -1.686
15 H -4.526 0.446 0.556
16 H -1.553 -0.834 0.901